Arrangement 1

Entry from OMol25: a cluster of 8 separate species, C17H50O8 in total (wB97M-V/def2-TZVPD).

Element x y z (Å)
C  0.3349  -3.3135  -3.5189
C  -0.7069  -2.4061  -2.8507
C  -2.0017  -3.1378  -2.5241
O  -0.2277  -1.7820  -1.6419
H  1.1409  -2.7680  -4.0094
H  -0.1788  -3.8685  -4.3098
H  0.7826  -4.1155  -2.9281
H  -0.9300  -1.6076  -3.5577
H  -1.9138  -3.8962  -1.7465
H  -2.4969  -3.5558  -3.4021
H  -2.6987  -2.3446  -2.2391
H  -0.3292  -2.5135  -1.0156
C  -3.8952  -0.4995  2.2083
C  -3.8537  0.9242  1.7084
C  -5.1465  1.3414  0.9533
O  -3.9450  1.8347  2.8389
H  -3.8425  -1.2290  1.3966
H  -4.8382  -0.7391  2.7076
H  -3.0800  -0.6964  2.9051
H  -3.0054  1.1369  1.0637
H  -4.8659  2.1690  0.2995
H  -5.9983  1.6723  1.5447
H  -5.4905  0.4777  0.3749
H  -4.8069  1.7186  3.2405
C  4.8658  -1.4717  -1.8264
C  3.4305  -1.9895  -1.8388
C  3.1866  -3.1213  -0.8613
O  2.6156  -0.8597  -1.5240
H  5.5768  -2.2780  -2.0260
H  5.1867  -1.0035  -0.8952
H  5.0354  -0.7461  -2.6241
H  3.2239  -2.3413  -2.8551
H  3.8881  -3.9520  -0.9850
H  2.2223  -3.6194  -1.0078
H  3.2071  -2.8870  0.2047
H  1.7184  -1.2347  -1.4640
C  1.7510  2.6123  -1.1105
C  2.8031  2.4415  0.0140
O  3.8450  1.6298  -0.4573
H  2.2031  3.0083  -2.0270
H  0.9672  3.3145  -0.8250
H  1.4029  1.6529  -1.4968
H  2.3064  1.9549  0.8601
H  3.1961  3.4146  0.3040
H  3.5223  0.8818  -0.9756
C  -1.3038  1.6602  -3.4677
C  -1.8651  2.3702  -2.2347
O  -2.6325  1.3347  -1.6024
H  -0.5719  2.2280  -4.0557
H  -2.0806  1.5120  -4.2210
H  -0.7398  0.7544  -3.2482
H  -2.5392  3.1989  -2.4413
H  -0.9689  2.6300  -1.6686
H  -3.3389  1.7751  -1.1196
C  -0.6915  2.2066  4.4784
C  -0.7820  3.4200  3.5120
O  -1.4512  2.9214  2.3450
H  -1.6600  1.7627  4.7096
H  -0.2804  2.5808  5.4229
H  -0.0731  1.3936  4.1003
H  0.2115  3.7605  3.2322
H  -1.3712  4.2124  3.9793
H  -2.2584  2.4820  2.6604
C  2.9345  -1.8712  3.4441
C  2.3113  -0.8676  2.4731
O  0.9801  -1.3278  2.2546
H  2.6848  -1.7591  4.4986
H  4.0261  -1.8223  3.3904
H  2.6378  -2.8720  3.1288
H  2.8259  -0.9207  1.5076
H  2.3393  0.1487  2.8745
H  0.5033  -0.5984  1.8262
O  -0.1822  0.4297  0.4023
H  -0.6914  1.1944  0.1102
H  -0.1334  -0.1453  -0.3718

## Properties
2S+1	1
HOMO level	-0.34249	Eh
structure (SMILES)	CC(C)O.CC(C)O.CC(C)O.CCO.CCO.CCO.CCO.O
HOMO-LUMO gap	9.864	eV


Arrangement 2

Entry from OMol25: a cluster of 8 separate species, C17H50O8 in total (wB97M-V/def2-TZVPD).

Element x y z (Å)
C  0.3155  0.8692  -3.2778
C  1.7174  1.3749  -2.9775
C  2.1506  2.5105  -3.9084
O  1.6900  1.9124  -1.6371
H  -0.4071  1.6839  -3.2813
H  0.0242  0.1200  -2.5415
H  0.2962  0.3998  -4.2686
H  2.4824  0.5921  -3.0494
H  1.6839  3.4507  -3.6170
H  1.8656  2.3015  -4.9420
H  3.2335  2.6303  -3.8720
H  1.0483  1.3627  -1.1593
C  -1.1550  -3.0105  3.7098
C  -2.3466  -2.0958  3.5179
O  -3.0330  -1.8393  4.7393
H  -0.6920  -3.1766  2.7349
H  -1.3708  -3.9882  4.1430
H  -0.4091  -2.5531  4.3651
H  -2.9932  -2.5620  2.7622
H  -2.0354  -1.1518  3.0711
H  -3.6666  -2.5507  4.8662
C  -2.9596  -0.6022  -2.8089
C  -4.2577  -1.0236  -2.0996
O  -4.8909  -2.1041  -2.7661
H  -2.5528  0.2429  -2.2434
H  -3.1953  -0.2668  -3.8170
H  -2.2119  -1.3928  -2.8128
H  -4.9108  -0.1563  -2.0244
H  -4.0240  -1.3206  -1.0687
H  -4.3367  -2.8828  -2.6898
C  -0.2830  -3.5507  -2.2449
C  1.0638  -3.0713  -2.7531
O  2.0206  -3.1930  -1.7084
H  -0.2793  -4.5851  -1.9204
H  -1.0058  -3.3758  -3.0466
H  -0.6002  -2.8852  -1.4367
H  1.0159  -2.0368  -3.1099
H  1.3686  -3.6941  -3.6048
H  2.8918  -2.9318  -2.0193
C  -3.3527  4.0776  1.1977
C  -3.4054  2.9033  0.2266
O  -3.3043  1.6395  0.9195
H  -2.6443  3.8939  2.0032
H  -4.3346  4.2412  1.6481
H  -3.0739  4.9891  0.6679
H  -2.5718  2.9768  -0.4704
H  -4.3449  2.8910  -0.3291
H  -4.1585  1.5100  1.3426
C  3.8666  -0.4708  -0.5421
C  5.1597  0.1936  -0.9457
O  5.9504  -0.6863  -1.7561
H  3.2733  0.2402  0.0301
H  4.1136  -1.3260  0.0920
H  3.3200  -0.8231  -1.4136
H  5.7244  0.5462  -0.0732
H  4.9321  1.1152  -1.5053
H  6.8400  -0.3192  -1.7366
C  2.5607  2.2682  3.9557
C  1.6753  1.5410  4.9376
O  1.0224  0.4760  4.2401
H  3.0925  3.0896  4.4329
H  1.9533  2.6153  3.1190
H  3.2867  1.5602  3.5498
H  0.9500  2.2300  5.3826
H  2.2798  1.0999  5.7402
H  0.1943  0.2603  4.6798
C  0.1664  -0.9645  1.2335
C  0.1524  0.5565  1.1516
O  -0.5520  1.0139  -0.0030
H  -0.8495  -1.3509  1.1477
H  0.6830  -1.2780  2.1368
H  0.6852  -1.3438  0.3473
H  1.1707  0.9454  1.0739
H  -0.2633  0.9855  2.0647
H  -1.4490  1.2531  0.2512

## Properties
2S+1	1
HOMO level	-0.35620	Eh
structure (SMILES)	CC(C)O.CCO.CCO.CCO.CCO.CCO.CCO.CCO
HOMO-LUMO gap	10.124	eV


We find arrangement 1 to be the most stable, with the next structure 0.0161 hartree higher.


Arrangement 1

Entry from OMol25: a cluster of 3 separate species, C4H14NO3 in total (wB97M-V/def2-TZVPD).

Element x y z (Å)
O  -0.4753  1.9287  -0.9622
C  0.2659  0.9577  -0.9301
C  0.1373  -0.0388  0.1826
C  -0.2017  -1.4528  -0.3102
C  0.9316  -2.2924  -1.0189
N  -1.0776  0.3295  1.0454
H  1.0055  0.7766  -1.7443
H  0.9763  0.0003  0.9476
H  -1.1306  -1.5086  -0.8826
H  -0.3688  -1.9848  0.5795
H  1.8042  -2.4893  -0.3116
H  0.6356  -3.2463  -1.3164
H  1.2478  -1.7702  -1.9391
H  -1.7115  0.8329  0.3030
H  -0.8276  0.9734  1.8314
H  -1.5044  -0.5117  1.4193
H  3.7591  0.2907  1.3309
H  3.2896  1.8606  1.4122
O  3.0016  0.9161  1.3441
H  -2.8433  2.2831  -0.9734
H  -3.8459  2.4049  0.1669
O  -3.0681  1.7407  -0.1742

## Properties
2S+1	1
HOMO level	-0.52992	Eh
net charge	+1
HOMO-LUMO gap	11.189	eV


Arrangement 2

Entry from OMol25: a cluster of 3 separate species, C4H14NO3 in total (wB97M-V/def2-TZVPD).

Element x y z (Å)
O  -0.6925  2.1519  -0.5495
C  -0.1864  1.2116  -1.0953
C  0.4874  0.1136  -0.2248
C  0.0564  -1.3460  -0.4306
C  0.4346  -1.9151  -1.7863
N  0.1099  0.4808  1.1893
H  -0.4069  0.8856  -2.1122
H  1.5768  0.0842  -0.4486
H  -0.9838  -1.4238  -0.1317
H  0.6960  -1.9626  0.2792
H  -0.2769  -1.5496  -2.5545
H  1.4094  -1.6151  -2.1488
H  0.4281  -3.0125  -1.7047
H  -0.9080  0.5249  1.3226
H  0.6263  1.3698  1.4380
H  0.4574  -0.1794  1.8956
H  2.7244  2.8889  1.3589
H  1.6908  2.7514  0.3030
O  1.8253  2.5602  1.2430
H  -3.0218  -1.3242  0.9725
H  -3.3932  -0.1890  1.8584
O  -2.6533  -0.5055  1.3266

## Properties
2S+1	1
HOMO level	-0.52717	Eh
net charge	+1
HOMO-LUMO gap	11.044	eV


We find arrangement 2 to be the most stable, with the next structure 0.0228 hartree higher.


Arrangement 1

Entry from OMol25: the molecule C8H12N2 (wB97M-V/def2-TZVPD).

Element x y z (Å)
C  -2.9884  1.2015  0.6841
C  -2.2722  0.1244  1.4810
C  -1.3628  -0.8131  0.7169
N  -1.7352  -1.9719  0.1844
N  -0.6017  -2.5568  -0.2303
C  0.4915  -1.9555  0.1340
C  0.1843  -0.7140  0.8252
C  1.4353  -1.1490  -0.4849
C  2.8657  -0.9863  0.0745
C  1.3611  -1.0092  -1.9095
H  -2.1707  1.7373  0.2794
H  -3.4990  1.9802  1.2201
H  -3.6853  0.8725  -0.0827
H  -2.8732  -0.6434  1.9120
H  -1.7307  0.4799  2.3343
H  0.6666  0.0298  1.5712
H  3.5145  -0.1607  -0.3203
H  3.4032  -1.9346  -0.1263
H  2.8285  -0.8454  1.1360
H  2.1441  -0.3574  -2.3962
H  0.4014  -0.5699  -2.1458
H  1.3510  -2.0577  -2.4349

## Properties
2S+1	1
HOMO level	-0.32284	Eh
structure (SMILES)	CCC1=NN=C2[C@H]1C2(C)C
HOMO-LUMO gap	9.183	eV


Arrangement 2

Entry from OMol25: a cluster of 2 separate species, C8H12N2 in total (wB97M-V/def2-TZVPD).

Element x y z (Å)
C  -2.8022  0.8990  -0.2861
C  -1.3497  -1.5452  -0.1986
C  -0.1759  -2.0659  0.5119
C  0.9422  -1.0374  0.2149
C  -1.0933  -0.2135  -0.7238
C  0.1910  0.3435  -0.1132
C  -0.1685  1.0660  1.2573
C  0.9896  1.3918  -0.8759
N  -3.8198  1.3583  -0.0799
N  -2.5296  -2.0626  -0.0935
H  -0.3780  -1.9400  1.6023
H  -0.0723  -3.1625  0.1672
H  1.7439  -0.7185  1.0567
H  1.5777  -1.3495  -0.5946
H  -1.3624  0.2085  -1.7258
H  -0.9283  1.7493  0.9688
H  0.7022  1.6430  1.6775
H  -0.5875  0.3446  2.0088
H  0.4710  2.4196  -1.1948
H  1.2793  1.0725  -1.8780
H  1.8442  1.6492  -0.2211
H  -3.1697  -1.6450  -0.8201

## Properties
2S+1	1
HOMO level (alpha / beta)	-0.37490 / -0.37488	Eh
HOMO-LUMO gap (alpha / beta)	9.383 / 9.383	eV


We find arrangement 2 to be the most stable, with the next structure 0.0197 hartree higher.


Arrangement 1

Entry from OMol25: a structure of composition CH3OP (wB97M-V/def2-TZVPD).

Element x y z (Å)
C  -0.3473  -0.5583  0.3319
O  0.7905  -1.2059  -0.1878
P  1.8680  0.1877  0.1249
H  -0.8675  -0.1357  -0.5242
H  -0.5678  -0.8025  1.3792
H  1.3683  0.9811  -1.1202

## Properties
2S+1	1
HOMO level (alpha / beta)	-0.31349 / -0.31145	Eh
HOMO-LUMO gap (alpha / beta)	7.919 / 8.156	eV


Arrangement 2

Entry from OMol25: the molecule CH3OP (wB97M-V/def2-TZVPD).

Element x y z (Å)
C  -0.4765  -0.0539  -0.4897
O  0.3500  -1.0582  -0.0100
P  0.3830  0.0338  1.2668
H  -0.2647  0.6631  -1.2368
H  -1.6430  -0.2490  -0.4406
H  1.6512  0.6642  0.9103

## Properties
2S+1	1
HOMO level	-0.34846	Eh
structure (SMILES)	C1OP1
HOMO-LUMO gap	10.133	eV


We find arrangement 2 to be the most stable, with the next structure 0.0494 hartree higher.